No. 1
23
Properties=species:S:1:pos:R:3:forces:R:3 method="wB97M-V/def2-TZVPD" relative_energy_ev=4.815 e_homo_ev="-7.40 / -7.39" total_charge=0 total_energy_ev=-9555.3661
C -0.675148 1.109276 1.084446 -0.32 -0.30 0.00
C -0.446491 -1.372001 0.795253 -0.08 0.34 0.81
C -2.686176 0.410129 -0.449363 0.05 0.23 -0.30
C 2.226123 -1.105892 -0.122185 -0.11 0.05 0.14
C 1.600636 1.218101 -0.679959 -0.07 -0.07 0.11
C 0.273851 -0.037900 1.222322 0.65 -0.64 0.95
C -1.224286 0.548525 -0.211804 -0.62 -0.02 -0.51
C 1.108443 -0.072799 -0.035466 -0.52 -0.34 -1.00
C -0.356128 -0.652134 -0.535100 0.97 0.76 -0.23
H -1.461511 1.161097 1.841098 0.07 -0.03 0.06
H -0.170120 2.070945 1.035801 -0.02 0.06 -0.08
H -1.448786 -1.542415 1.185342 -0.02 0.03 0.05
H 0.161091 -2.255373 0.959136 0.01 0.02 -0.15
H -0.491213 -1.127623 -1.509058 0.03 -0.06 0.01
H -3.137422 -0.421386 0.108311 0.05 -0.02 0.09
H -2.853365 0.195590 -1.509122 -0.11 0.02 0.01
H -3.224683 1.320892 -0.187051 -0.06 -0.01 0.00
H 3.143592 -0.664355 0.269863 0.05 -0.03 0.01
H 2.405103 -1.375983 -1.163327 0.03 0.00 -0.03
H 2.031776 -2.014204 0.439343 0.03 -0.04 0.02
H 0.794815 1.922944 -0.878277 0.06 0.01 0.01
H 2.341556 1.691767 -0.026956 -0.04 0.02 -0.08
H 2.088344 0.992799 -1.633249 -0.03 0.02 0.10



No. 2
23
Properties=species:S:1:pos:R:3:forces:R:3 method="wB97M-V/def2-TZVPD" relative_energy_ev=1.666 smiles=Cc1ccccc1.CC e_homo_ev=-8.87 total_charge=0 total_energy_ev=-9558.5160
C 1.174053 0.118023 -0.715826 0.11 -0.07 1.04
C -0.206862 -0.358065 -1.111773 1.11 -2.00 -2.25
C -0.255876 -1.440508 -2.075883 -1.12 1.47 1.48
C -1.453615 -1.886746 -2.544945 -1.67 0.64 -0.76
C -2.663414 -1.247976 -2.167605 1.54 0.16 1.22
C -2.638316 -0.167236 -1.270824 1.27 -2.11 -1.42
C -1.383811 0.241742 -0.777117 -1.33 -3.44 -2.82
H 1.275164 0.038295 0.449169 0.09 0.34 -2.52
H 1.267631 1.180562 -1.062646 0.28 -0.86 0.58
H 1.945457 -0.528892 -1.247897 -0.85 0.96 0.94
H 0.575778 -1.924751 -2.490544 1.55 -0.27 -0.07
H -1.515625 -2.617357 -3.363882 0.19 0.03 0.65
H -3.557117 -1.727087 -2.458781 -1.09 0.01 -0.52
H -3.571483 0.266191 -1.010940 -0.42 0.62 0.47
H -1.417031 1.016601 -0.198161 0.25 4.54 3.59
C 1.714598 0.416228 3.003478 -0.72 -2.00 -0.47
C 1.435322 1.806188 2.543330 -0.18 1.30 -2.00
H 0.786371 0.216949 3.631581 1.23 -0.94 -0.89
H 1.798853 -0.216910 1.994481 -0.22 0.67 2.86
H 2.634139 0.206831 3.657111 -1.27 0.72 -1.10
H 1.115546 2.445206 3.328242 -0.32 0.56 0.92
H 0.588271 1.903639 1.728897 1.74 -0.53 1.46
H 2.351974 2.259065 2.160540 -0.17 0.19 -0.41



No. 3
23
Properties=species:S:1:pos:R:3:forces:R:3 method="wB97M-V/def2-TZVPD" relative_energy_ev=0.551 smiles=Cc1ccccc1.CC e_homo_ev=-8.99 total_charge=0 total_energy_ev=-9559.6306
C 3.529928 -0.028080 2.134972 0.43 -0.60 -0.13
C 2.431693 0.134958 1.112014 0.74 0.53 0.47
C 1.114963 0.142084 1.573576 0.16 0.56 -0.18
C 0.072796 0.454075 0.714062 0.53 0.17 0.40
C 0.343354 0.539544 -0.645726 -0.14 0.13 -0.35
C 1.643866 0.503045 -1.110282 0.48 -0.65 -0.02
C 2.716644 0.401456 -0.220791 -0.82 -0.56 -0.06
H 3.557004 -1.060574 2.496369 -0.19 0.10 0.22
H 3.426975 0.646402 2.977697 -0.26 0.02 0.20
H 4.537530 0.133627 1.757100 -0.06 0.18 -0.42
H 0.959067 0.036725 2.642756 -0.15 -0.02 -0.09
H -0.869692 0.747787 1.152131 -0.38 -0.50 -0.26
H -0.448005 0.622583 -1.373699 -0.15 0.18 0.07
H 1.848507 0.402392 -2.172808 -0.13 0.53 0.04
H 3.728852 0.426059 -0.599265 0.10 -0.02 0.14
C -2.861245 -0.277376 -1.199698 -0.03 -0.08 -0.55
C -4.314325 -0.783112 -1.331279 0.52 0.79 -0.77
H -2.215339 -0.957828 -0.652323 -0.01 -0.11 0.01
H -2.449252 -0.163943 -2.205611 0.16 -0.17 0.06
H -2.730381 0.709032 -0.766540 -0.36 0.10 0.38
H -4.528492 -1.628293 -0.690279 -0.22 -0.01 0.07
H -4.473058 -1.031547 -2.383444 -0.02 -0.58 0.18
H -5.021390 0.030985 -1.208931 -0.19 0.01 0.60



No. 4
23
Properties=species:S:1:pos:R:3:forces:R:3 method="wB97M-V/def2-TZVPD" relative_energy_ev=0.542 smiles=Cc1ccccc1.CC e_homo_ev=-9.00 total_charge=0 total_energy_ev=-9559.6391
C -0.305920 -3.840159 -0.557380 0.54 0.34 -0.90
C -0.000987 -2.423206 -0.153732 -0.30 -0.52 0.37
C 0.072180 -1.385320 -1.067108 0.40 0.46 -0.51
C 0.352142 -0.089427 -0.667118 -0.19 0.75 1.51
C 0.445068 0.196574 0.699647 -0.06 -0.79 -0.33
C 0.421804 -0.846928 1.615450 -0.44 0.36 -0.27
C 0.156641 -2.146734 1.200526 0.69 0.77 0.36
H -1.053417 -4.230764 0.092396 -0.69 -0.49 0.36
H 0.562730 -4.488920 -0.502121 0.29 -0.01 0.28
H -0.617618 -3.917957 -1.600914 -0.28 0.15 0.11
H -0.088729 -1.558345 -2.119126 0.05 -0.30 -0.19
H 0.474013 0.792438 -1.279764 -0.28 -0.38 -0.75
H 0.441159 1.209487 1.061445 0.46 0.29 -0.06
H 0.552196 -0.586504 2.652179 -0.08 -0.25 0.31
H 0.125180 -2.891833 1.985173 -0.11 -0.37 -0.31
C 0.275933 4.447074 0.086412 -0.51 0.56 -0.95
C -1.105956 4.319675 -0.617492 1.28 -0.84 -0.33
H 0.178840 4.732320 1.123364 0.08 0.22 0.21
H 0.791087 3.509759 0.030868 0.29 -0.63 0.21
H 0.916855 5.147338 -0.447730 0.02 0.22 0.22
H -1.866971 4.251956 0.149669 -0.49 0.05 -0.39
H -1.040021 3.402141 -1.212514 -0.51 -0.24 0.40
H -1.295102 5.032037 -1.418979 -0.16 0.64 0.62



No. 5
23
Properties=species:S:1:pos:R:3:forces:R:3 method="wB97M-V/def2-TZVPD" relative_energy_ev=0.179 smiles=Cc1ccccc1.CC e_homo_ev=-9.11 total_charge=0 total_energy_ev=-9560.0024
C -1.863298 1.879013 0.511956 -0.60 -0.01 0.25
C -0.479088 1.584000 0.021682 0.23 0.12 0.23
C -0.221678 1.397607 -1.326534 0.12 0.23 -0.20
C 1.067511 1.133463 -1.795060 -0.88 0.16 -0.04
C 2.107175 1.050509 -0.893798 0.72 -0.43 0.10
C 1.869956 1.228607 0.462234 -0.36 0.23 0.51
C 0.586619 1.499899 0.913798 -0.36 -0.09 -0.11
H -1.911676 2.405627 1.471307 0.39 0.09 -0.19
H -2.418816 0.956786 0.706537 -0.01 -0.06 -0.27
H -2.427441 2.474509 -0.211480 0.03 -0.15 0.04
H -1.045629 1.527045 -2.016646 0.03 -0.14 -0.17
H 1.198999 1.022735 -2.866433 0.24 -0.08 0.15
H 3.108793 0.782469 -1.226048 -0.16 0.22 -0.01
H 2.648374 1.197366 1.215287 0.23 -0.15 -0.29
H 0.343661 1.636191 1.963748 0.38 0.02 0.01
C -0.779553 -2.783410 -0.227126 0.20 0.50 -0.13
C 0.129239 -2.684596 0.995396 0.04 0.38 0.13
H -1.440897 -3.643529 -0.146900 -0.07 0.02 -0.20
H -1.354898 -1.870440 -0.395050 -0.29 -0.12 0.34
H -0.186855 -2.849895 -1.140224 0.07 -0.33 0.02
H 0.482984 -1.662598 1.179796 0.28 -0.19 -0.46
H 0.970853 -3.372455 0.877709 0.00 0.20 0.25
H -0.384334 -2.908902 1.925846 -0.22 -0.40 0.03



No. 6
23
Properties=species:S:1:pos:R:3:forces:R:3 method="wB97M-V/def2-TZVPD" relative_energy_ev=0.779 smiles=Cc1ccccc1.CC e_homo_ev=-8.98 total_charge=0 total_energy_ev=-9559.4022
C 0.470245 1.539818 -0.225128 0.71 1.59 -0.84
C 1.361608 0.420102 -0.669473 -0.31 -1.39 1.07
C 2.193429 0.471793 -1.771811 0.63 0.68 -0.16
C 3.127007 -0.531420 -2.032047 -1.29 -1.44 -0.11
C 3.057081 -1.698415 -1.275727 -0.58 -0.53 -0.13
C 2.126947 -1.861285 -0.236523 1.47 1.04 -0.35
C 1.372215 -0.759109 0.112068 0.02 0.48 0.15
H 0.820860 2.032136 0.687787 -0.02 -0.44 0.19
H -0.598963 1.372578 -0.137012 0.09 -0.51 -0.03
H 0.604772 2.337166 -0.967314 -0.32 0.01 0.00
H 2.202028 1.355524 -2.401277 -0.16 0.02 -0.01
H 3.643505 -0.629503 -2.978284 0.44 0.68 0.16
H 3.627546 -2.581238 -1.543980 0.28 0.24 -0.08
H 2.227956 -2.762280 0.342743 -0.51 -0.13 0.27
H 0.861662 -0.719533 1.068611 -0.39 -0.26 -0.18
C -3.920216 -0.063615 1.945975 -0.20 -0.34 0.21
C -2.849247 0.565551 1.052643 0.27 0.41 0.43
H -3.842716 -1.138789 2.142382 0.56 0.01 -0.51
H -3.919361 0.329422 2.963672 -0.38 0.45 -0.21
H -4.877937 0.014083 1.430837 -0.23 0.39 0.55
H -2.453853 1.534461 1.385117 -0.41 -0.12 0.50
H -3.276063 0.824566 0.086218 0.32 -0.57 -0.34
H -1.958511 -0.052014 1.020519 0.01 -0.26 -0.59



No. 7
23
Properties=species:S:1:pos:R:3:forces:R:3 method="wB97M-V/def2-TZVPD" relative_energy_ev=3.826 smiles="C=C=C(C)C.C=C=CC" e_homo_ev=-8.78 total_charge=0 total_energy_ev=-9556.3559
C -0.266595 -1.184996 -2.050173 -0.18 -0.61 0.32
C -0.211247 -0.134411 -1.286518 0.09 1.30 -0.55
C -0.090427 1.096833 -0.843394 0.55 -0.30 -0.84
C 1.176556 1.568526 -0.176032 -0.24 -0.23 0.31
C -1.072459 2.172134 -1.234092 -0.21 -0.24 0.31
H -0.710792 -2.109411 -1.710045 -0.08 -0.13 0.04
H 0.150630 -1.196253 -3.048878 0.07 0.17 -0.03
H 0.939859 2.077469 0.757704 0.08 0.10 0.11
H 1.836739 0.735330 0.047975 0.06 -0.04 0.02
H 1.709761 2.271365 -0.818136 -0.06 0.04 -0.07
H -1.394354 2.720277 -0.348280 -0.10 0.15 0.01
H -0.605701 2.888941 -1.912990 0.09 -0.03 0.02
H -1.946655 1.749192 -1.722903 -0.04 0.02 0.00
C -1.220308 0.233502 2.134374 -0.07 0.99 0.01
C -0.718617 -0.914413 1.826942 0.42 -0.72 -1.26
C -0.195400 -1.891546 1.124062 0.00 -0.41 1.25
C 1.280258 -2.164936 1.028378 -0.12 0.12 -0.11
H -1.301301 0.962079 1.309917 -0.15 -0.30 0.53
H -1.469424 0.537057 3.138552 -0.14 0.02 0.09
H -0.843853 -2.695433 0.789226 -0.15 0.13 -0.18
H 1.857028 -1.383147 1.513870 0.06 0.06 0.04
H 1.518174 -3.117530 1.498570 0.06 -0.07 0.03
H 1.578127 -2.220629 -0.018130 0.06 -0.03 -0.05



No. 8
23
Properties=species:S:1:pos:R:3:forces:R:3 method="wB97M-V/def2-TZVPD" relative_energy_ev=0.079 e_homo_ev="-14.68 / -14.68" total_charge=+1 total_energy_ev=-9551.3621 multiplicity=2
C -2.059593 0.618562 -1.210961 -0.04 -0.41 0.22
C -2.618423 1.742168 -2.065179 -0.33 0.27 0.29
H -2.046964 0.867809 -0.147821 0.02 0.27 0.03
H -2.687358 -0.266173 -1.274072 -0.10 -0.16 -0.13
H -1.046216 0.302512 -1.474008 -0.02 0.16 -0.18
H -3.576584 2.085238 -1.661639 0.06 -0.15 -0.03
H -2.811122 1.434269 -3.091536 0.21 -0.01 -0.01
H -1.976785 2.619485 -2.053186 0.18 0.01 -0.18
C 3.053557 -0.848324 -0.364378 0.55 -0.28 -0.16
C -0.454392 -0.387803 2.008383 0.31 -0.62 -0.64
C 0.059839 -1.686560 1.761306 0.33 -0.09 -0.10
C 0.203043 0.748613 1.451480 -0.54 -0.17 1.11
C 1.203682 -1.860276 1.035721 -0.29 0.27 0.58
C 1.320784 0.584822 0.713792 0.05 -0.24 -0.34
C 1.864038 -0.725011 0.478670 -0.31 0.02 -0.12
H -1.376964 -0.342809 2.568300 0.01 0.46 0.12
H -0.423228 -2.563100 2.162604 -0.21 0.04 0.14
H -0.192122 1.708813 1.736931 0.01 0.31 -0.38
H 1.603219 -2.858078 0.969784 0.26 -0.06 -0.41
H 1.797596 1.417349 0.225313 0.17 0.23 0.09
H 3.914162 -0.362072 0.123607 -0.20 0.14 -0.13
H 2.902450 -0.355696 -1.332759 0.02 0.17 0.17
H 3.347378 -1.873737 -0.560353 -0.11 -0.16 0.08



No. 9
23
Properties=species:S:1:pos:R:3:forces:R:3 method="wB97M-V/def2-TZVPD" relative_energy_ev=1.042 e_homo_ev="-14.69 / -14.69" total_charge=+1 total_energy_ev=-9550.3994 multiplicity=2
C -0.332567 1.931408 0.419752 -2.10 0.16 1.62
C 0.237736 0.754477 1.131968 -0.52 -0.20 -1.98
C 1.650064 0.561107 1.111814 0.52 0.10 -0.09
C -0.640156 -0.330602 1.486976 1.27 -0.66 1.36
C 2.168546 -0.681508 1.242079 -0.29 -0.19 -0.01
C -0.057657 -1.528882 1.884270 -1.22 0.81 -1.09
C 1.313579 -1.723452 1.671936 0.56 -0.19 1.11
H -1.435679 1.872738 0.458728 0.27 -0.18 0.35
H -0.247605 2.038151 -0.659915 1.32 0.19 0.31
H 2.347913 1.350782 0.876312 -0.33 0.41 -0.09
H -1.713844 -0.201946 1.564732 0.13 0.19 -0.19
H 3.213854 -0.888287 1.063602 0.04 0.07 0.10
H -0.732080 -2.309975 2.203035 0.31 -0.27 0.15
H 1.821862 -2.604777 2.053993 -0.36 -0.25 -0.32
H -0.124529 2.809695 1.046338 0.51 0.27 -0.65
C -0.736442 0.586980 -2.456803 -1.25 0.11 1.66
C -1.071867 -0.839325 -2.019972 -0.44 -0.36 -0.35
H -0.947244 0.792441 -3.499728 0.82 -0.05 -0.17
H -1.378529 1.300376 -1.908452 -0.19 -0.33 -0.38
H 0.232577 0.784419 -1.989128 0.43 0.18 -1.40
H -0.743954 -0.991922 -0.988968 0.69 -0.42 -0.31
H -0.712732 -1.559749 -2.769980 0.52 0.03 0.74
H -2.111245 -1.122149 -1.922589 -0.68 0.57 -0.37



No. 10
46
Properties=species:S:1:pos:R:3:forces:R:3 method="wB97M-V/def2-TZVPD" e_homo_ev=-9.18 total_charge=0 total_energy_ev=-165944.2467
N -3.757340 -1.188033 1.232622 0.18 0.81 -0.30
B -2.919425 -1.353809 0.076928 0.41 -0.03 0.00
O -2.051369 -2.403122 -0.096453 0.33 0.74 0.03
O -3.001438 -0.413521 -0.993728 -0.48 -0.18 -0.27
C -2.391233 0.753549 -0.819700 0.02 -0.31 0.00
O -2.666482 1.764767 -1.389547 -0.04 -0.18 0.13
N -1.287752 0.628240 0.134764 -0.02 0.64 -0.11
C -1.339186 1.800356 1.037780 -0.06 -0.05 0.04
C -0.867290 1.513035 2.468993 -0.04 0.03 0.28
C 0.367434 2.307534 2.843255 -2.38 0.48 0.44
Cl 0.990359 1.805230 4.448602 -0.37 -0.15 0.31
C -0.089066 0.563671 -0.718877 -0.44 -0.39 -0.03
C 1.122738 -0.035395 -0.060703 0.15 0.06 -0.29
O 1.390624 -0.103966 1.096359 -0.16 0.37 0.48
Br 2.347290 -0.728718 -1.354616 0.22 -0.04 -0.20
H -4.453923 -0.465160 1.087686 -0.04 -0.03 0.07
H -3.247204 -0.932117 2.069538 -0.13 -0.56 0.25
H -1.551350 -2.530154 0.716038 -0.18 -0.66 0.08
H -2.384135 2.095772 1.098192 0.01 0.08 -0.09
H -0.816507 2.654493 0.590222 0.04 0.00 0.05
H -1.650288 1.803363 3.171242 -0.03 -0.04 -0.02
H -0.689035 0.452110 2.637605 0.08 -0.03 -0.23
H 0.114704 3.364046 2.947494 0.04 0.00 -0.03
H 1.135055 2.239407 2.113867 -2.88 -0.36 -0.73
H 0.166442 1.537864 -1.162012 0.21 -0.02 0.12
H -0.316284 -0.093329 -1.560341 0.00 0.02 -0.02
C -0.868992 -5.621416 -1.705044 0.23 0.23 -0.02
C -1.106708 -6.359546 -0.403016 -0.12 0.12 -0.21
O -2.005607 -7.368854 -0.797619 0.14 -0.23 0.03
C -1.784712 -7.639949 -2.122056 -0.09 0.06 -0.02
O -2.189871 -8.592190 -2.691194 -0.02 0.06 0.02
O -1.025803 -6.658930 -2.671414 -0.04 -0.09 0.08
F -1.682868 -5.566770 0.535390 -0.08 -0.05 0.01
H -1.619585 -4.846997 -1.868476 -0.06 -0.02 0.16
H 0.122616 -5.182767 -1.774553 0.05 -0.11 -0.12
H -0.216473 -6.819173 0.030248 0.00 0.06 0.10
K 2.789434 2.240377 2.494156 5.89 0.32 -0.52
N 3.778544 6.001042 -1.467382 0.44 -0.07 0.06
S 4.784027 5.890218 -0.236368 -0.42 0.20 -0.36
O 6.095031 5.457822 -0.581436 0.08 -0.06 0.15
O 4.185817 5.355169 0.955990 -0.01 -0.10 0.23
F 4.910661 7.428506 0.031060 -0.06 0.02 0.12
S 3.366133 4.659867 -2.156048 0.63 0.07 -0.05
O 2.716274 4.868336 -3.400633 -0.37 0.16 0.21
O 2.843540 3.713269 -1.213984 -0.53 -0.71 0.17
F 4.753207 4.005873 -2.572831 -0.05 -0.07 -0.01